Entry from the OMol25 dataset: a cluster of 2 separate species, C2H4Br2O in total at a distorted geometry (wB97M-V/def2-TZVPD).

Geometry as XYZ:
```
9
Properties=species:S:1:pos:R:3:forces:R:3
C 0.16156 0.68549 -1.24131 -0.8909 1.1332 0.5171
C -1.61240 -1.66043 0.30425 -0.6165 2.1284 -1.3292
O -1.42452 -2.67975 0.95748 0.5314 -4.8301 0.8146
Br 1.28721 -0.79522 -0.90296 0.6977 -0.6507 0.2835
Br -2.32465 -2.07125 -1.50206 -0.0216 -0.2142 -0.1232
H -0.63521 0.30040 -1.89496 0.3534 0.6030 0.2336
H 0.77041 1.49099 -1.66574 -0.3008 -0.3895 -0.2439
H -0.25606 1.08312 -0.28317 0.2455 -0.6670 -0.8082
H -1.51864 -3.67368 0.55779 0.0017 2.8870 0.6556
```
Positions in Å, forces in eV/Å.

HOMO = -9.3 eV
E_tot = -5301.772571 Eh